Record 1
Molecular formula: C5H10O2
Method: DFT, ωB97M-V with the def2-TZVPD basis set

Geometry as XYZ:
```
17
Properties=species:S:1:pos:R:3:mulliken_charge:R:1
C -2.088 -0.874 -1.156 -1.143
C -1.451 0.046 -0.110 -0.273
O -0.285 -0.470 0.576 -0.411
C 0.812 0.468 0.581 0.463
C 1.932 0.267 1.610 -1.435
C 1.303 0.211 -0.819 0.002
O 1.067 0.915 -1.772 -0.480
H -2.330 -1.870 -0.774 0.300
H -3.037 -0.410 -1.464 0.350
H -1.485 -0.980 -2.064 0.286
H -1.201 0.983 -0.620 0.333
H -2.194 0.269 0.663 0.327
H 0.433 1.492 0.687 0.299
H 2.763 0.924 1.303 0.379
H 1.664 0.576 2.626 0.349
H 2.330 -0.752 1.646 0.344
H 1.767 -0.795 -0.914 0.311
```

Results
ΔE to the lowest compared entry with this formula, charge and spin: 46.6 kcal/mol
Kohn-Sham gap: 10.53 eV
LUMO level: 1.07 eV
E_HOMO: -9.46 eV

=====

Record 2
Molecular formula: C5H10O2
Method: DFT, ωB97M-V with the def2-TZVPD basis set

Geometry as XYZ:
```
17
Properties=species:S:1:pos:R:3:mulliken_charge:R:1
C -0.626 0.189 -1.415 -1.405
C 0.518 0.126 -0.396 0.733
C 1.596 1.275 -0.248 -1.299
C 0.005 -0.018 1.000 -1.001
C -1.177 -0.923 1.222 0.308
O -2.335 -0.564 1.371 -0.542
O -0.689 -2.212 1.074 -0.410
H -0.186 0.365 -2.347 0.427
H -1.563 0.890 -1.501 0.257
H -0.901 -0.862 -1.489 0.397
H 1.164 -0.850 -0.608 0.162
H 2.538 0.777 -0.039 0.400
H 1.116 2.090 0.271 0.409
H 1.766 1.649 -1.367 0.263
H 0.774 -0.059 1.728 0.538
H -0.584 0.846 1.278 0.418
H -1.416 -2.719 1.465 0.347
```

Results
ΔE to the lowest compared entry with this formula, charge and spin: 46.7 kcal/mol
Kohn-Sham gap: 11.29 eV
LUMO level: 0.80 eV
E_HOMO: -10.49 eV

=====

Record 3
Molecular formula: C5H10O2
Method: DFT, ωB97M-V with the def2-TZVPD basis set

Geometry as XYZ:
```
17
Properties=species:S:1:pos:R:3:mulliken_charge:R:1
C -2.387 0.445 0.005 -0.652
O -1.299 1.330 0.113 -0.378
C -0.104 0.757 0.588 -0.639
C 0.680 -0.057 -0.489 0.699
C 2.184 0.227 -0.559 -1.543
C 0.422 -1.522 -0.215 -0.130
O 1.229 -2.277 0.271 -0.476
H -2.208 -0.361 -0.722 0.233
H -3.242 1.029 -0.343 0.255
H -2.642 -0.013 0.974 0.303
H -0.311 0.123 1.469 0.385
H 0.512 1.594 0.932 0.324
H 0.212 0.204 -1.447 0.259
H 2.693 -0.602 -1.061 0.361
H 2.387 1.141 -1.127 0.410
H 2.645 0.325 0.430 0.331
H -0.608 -1.871 -0.446 0.256
```

Results
ΔE to the lowest compared entry with this formula, charge and spin: 45.7 kcal/mol
Kohn-Sham gap: 10.77 eV
LUMO level: 0.92 eV
E_HOMO: -9.84 eV

=====

Record 4
Molecular formula: C5H10O2
Method: DFT, ωB97M-V with the def2-TZVPD basis set

Geometry as XYZ:
```
17
Properties=species:S:1:pos:R:3:mulliken_charge:R:1
C 0.621 -0.390 -2.367 -1.149
C -0.227 -1.166 -1.361 -0.504
C -0.214 -0.529 0.003 0.262
O -0.992 0.676 0.120 -0.547
C -1.394 -0.489 0.862 -0.502
C 0.440 1.406 2.793 -0.394
O 0.104 2.331 1.940 -0.374
H 0.583 -0.858 -3.356 0.346
H 0.255 0.638 -2.463 0.291
H 1.670 -0.348 -2.055 0.320
H -1.265 -1.225 -1.710 0.292
H 0.141 -2.196 -1.265 0.291
H 0.753 -0.454 0.504 0.381
H -0.323 1.869 1.173 0.604
H -1.251 -0.399 1.936 0.277
H -2.323 -0.935 0.511 0.243
H 0.906 1.989 3.629 0.163
```

Results
ΔE to the lowest compared entry with this formula, charge and spin: 110.5 kcal/mol
Kohn-Sham gap: 9.46 eV
LUMO level: 1.04 eV
E_HOMO: -8.43 eV

=====

Values for largest force on an atom, eV/A, ordered as above
0.48, 5.27, 0.45, 0.48
Values for E, Ha, ordered as above
-346.9511, -346.9510, -346.9527, -346.8494
Values for molar mass, g/mol, ordered as above
102.1, 102.1, 102.1, 102.1